(1)
The following is a DFT calculation (ωB97M-V/def2-TZVPD) of one molecule with the formula C14H20N2O4.

Calculated values
Structure (SMILES): Cc1ccc(NC(=O)OCCNC(=O)OC(C)C)cc1
HOMO in eV: -8.28
Total charge: 0
Frontier orbital gap in eV: 9.145
Relative energy (zero: lowest compared OMol25 entry of this formula, charge and spin) in kcal per mole: 0.0

Positions of all 40 atoms, in Å:
C -5.5517 -0.5999 -0.4425
C -4.1832 -0.0607 -0.1560
C -3.3151 0.2666 -1.1899
C -2.0569 0.7823 -0.9407
C -1.6386 0.9803 0.3712
C -2.5024 0.6601 1.4149
C -3.7566 0.1467 1.1499
H -4.4135 -0.0991 1.9718
H -2.1842 0.8101 2.4367
N -0.3776 1.4902 0.6938
C 0.6683 1.7448 -0.1283
O 0.7170 1.6063 -1.3244
O 1.6916 2.2343 0.6212
C 2.9368 2.3849 -0.0406
H 2.7579 2.6391 -1.0916
C 3.7574 1.0917 0.0642
N 3.1438 -0.0106 -0.6311
C 2.3121 -0.8738 0.0140
O 2.1837 -0.9261 1.2134
O 1.7211 -1.6759 -0.8887
C 0.9091 -2.7744 -0.4425
C 1.7233 -3.7713 0.3766
H 1.1215 -4.6533 0.5773
H 2.6147 -4.0682 -0.1717
H 2.0221 -3.3215 1.3194
C -0.3301 -2.2970 0.3066
H -0.9777 -3.1441 0.5150
H -0.8774 -1.5747 -0.2942
H -0.0416 -1.8312 1.2447
H 0.6075 -3.2361 -1.3907
H 3.0045 0.0748 -1.6270
H 4.7568 1.2647 -0.3430
H 3.8297 0.7975 1.1143
H 3.4525 3.2038 0.4640
H -0.1819 1.6094 1.6786
H -1.3936 1.0239 -1.7541
H -3.6265 0.1141 -2.2131
H -6.2557 0.2217 -0.5798
H -5.9074 -1.2138 0.3816
H -5.5505 -1.1955 -1.3524

Atoms 1-6, force components in eV/Å:
-0.02 0.10 0.00
0.00 -0.06 -0.03
-0.06 -0.02 0.24
0.13 0.11 -0.07
-0.27 -0.07 -0.24
0.15 0.07 -0.08

(2)
The following is a DFT calculation (ωB97M-V/def2-TZVPD) of C14H20N2O4PdS2Si as an isolated structure.

Calculated values
HOMO in eV: -0.45
Total charge: -2
Frontier orbital gap in eV: 5.317
Relative energy (zero: lowest compared OMol25 entry of this formula, charge and spin) in kcal per mole: 5.1

Positions of all 44 atoms, in Å:
Pd -0.3292 -1.2113 -0.0368
O -3.0790 0.6051 1.8009
C -2.3373 -0.4543 2.2102
O -2.7857 -1.5685 2.2727
C -0.9832 -0.0316 2.7197
C -0.9308 0.7395 3.8645
C 0.3214 1.0280 4.3921
C 1.4359 0.5343 3.7471
C 1.2997 -0.1915 2.5587
N 0.0920 -0.4665 2.0532
C 2.6075 -0.6273 1.8441
O 3.5311 -0.8956 2.6467
O 2.5911 -0.5963 0.6087
H -3.8882 0.2171 1.4357
H -1.8476 1.0893 4.3208
H 0.4194 1.6216 5.2945
H 2.4399 0.6812 4.1182
C 0.2405 3.5774 -1.8518
Si 0.0644 1.6754 -1.9700
C -1.0455 1.4398 -3.4958
C 1.8315 1.1148 -2.3188
C -0.6785 0.8916 -0.5059
H 0.6681 3.9965 -2.7706
H 0.8946 3.8527 -1.0194
H -0.7326 4.0490 -1.6834
H -0.5023 1.5019 -4.4443
H -1.8165 2.2180 -3.4993
H -1.5534 0.4743 -3.4404
H 2.2467 1.5628 -3.2292
H 1.9099 0.0298 -2.3810
H 2.4546 1.3995 -1.4663
H -1.7703 1.0093 -0.5696
H -0.3473 1.4319 0.3918
S -0.4616 -3.5333 -0.2612
C -0.5127 -2.4301 -1.6279
N 0.5869 -2.5321 -2.5773
C 0.2990 -1.8292 -3.8090
C -1.0818 -2.3219 -4.2265
S -2.0190 -2.3551 -2.6738
H 1.4296 -2.2104 -2.1137
H 1.0525 -2.0774 -4.5645
H 0.2764 -0.7412 -3.6971
H -1.0131 -3.3177 -4.6700
H -1.5572 -1.6407 -4.9347

Atoms 1-6, force components in eV/Å:
0.16 0.10 -0.09
0.03 -0.11 0.01
-0.05 -0.17 0.06
0.09 0.28 0.02
-0.06 -0.07 -0.07
0.01 -0.02 -0.01

(3)
The following is a DFT calculation (ωB97M-V/def2-TZVPD) of one molecule with the formula C14H20N2O4S in a non-equilibrium geometry.

Calculated values
Structure (SMILES): CSCC[C@H](NC(=O)[C@@H](N)Cc1ccc(O)cc1)C(=O)O
HOMO in eV: -8.78
Total charge: 0
Frontier orbital gap in eV: 9.019
Relative energy (zero: lowest compared OMol25 entry of this formula, charge and spin) in kcal per mole: 6.6

Positions of all 41 atoms, in Å:
C -0.9670 2.4659 -0.6471
C -1.8391 1.2211 -0.4023
C -0.3567 2.3791 -2.0513
C 0.5909 1.1899 -2.1119
C 1.9387 1.4023 -1.7461
C 0.1544 -0.0750 -2.4665
C 2.7549 0.3054 -1.5712
C 0.9774 -1.1722 -2.2543
C 2.3466 -0.9645 -1.9123
C -2.0193 -0.8909 0.9006
C -3.5179 -0.8733 1.3124
C -1.0713 -1.6499 1.8069
C 0.3183 -2.1062 1.1830
C 2.1328 -1.0318 3.0188
H 0.6665 2.1046 0.5566
H -0.5317 2.9891 1.2121
H -1.6953 3.2595 -0.7050
H -1.1467 2.2708 -2.8584
H 0.1177 3.3518 -2.2308
H 2.3918 2.3692 -1.4893
H -0.8629 -0.2203 -2.8366
H 3.7736 0.4597 -1.2096
H 0.6979 -2.1983 -2.5221
H 3.8912 -1.7387 -1.1978
H -0.5295 0.7009 1.0503
H -1.9807 -1.4320 -0.0686
H -0.9029 -1.1033 2.7174
H -1.6039 -2.5413 2.2043
H 0.6885 -2.9179 1.7229
H 0.2645 -2.3203 0.1067
H 2.3148 -2.0572 3.2355
H 1.4000 -0.6810 3.8564
H 3.1508 -0.5600 3.0972
H -3.8831 0.4473 -0.0608
N 0.0160 2.8641 0.3825
N -1.4744 0.4802 0.6488
O -2.7366 0.8930 -1.1316
O 3.1704 -2.0736 -1.6747
O -3.9008 -1.6171 2.2055
O -4.3523 -0.1400 0.6188
S 1.6143 -0.7893 1.3119

Atoms 1-6, force components in eV/Å:
-0.44 0.24 -0.40
2.71 0.31 1.26
-0.46 -0.43 -1.07
0.89 1.99 -0.24
-0.60 -0.46 0.44
-0.18 -0.48 0.54

(4)
The following is a DFT calculation (ωB97M-V/def2-TZVPD) of one molecule with the formula C14H20N4OS.

Calculated values
Structure (SMILES): CCN(CC)CCCn1c(=S)[nH]c2ncccc2c1=O
HOMO in eV: -8.15
Total charge: 0
Frontier orbital gap in eV: 7.933
Relative energy (zero: lowest compared OMol25 entry of this formula, charge and spin) in kcal per mole: 0.0

Positions of all 40 atoms, in Å:
C -0.2775 2.7557 -4.0302
H -1.2581 2.9053 -3.5868
H 0.0911 3.7088 -4.4014
H -0.3766 2.0796 -4.8751
C 0.6826 2.2065 -2.9798
N 0.1149 1.0804 -2.2564
C 0.7322 0.8756 -0.9579
H 1.8216 1.0360 -0.9819
C 0.1043 1.7968 0.0923
C 0.6982 1.5896 1.4848
N 0.4061 0.2620 2.0114
C 1.3656 -0.7118 1.9657
S 2.8889 -0.4883 1.3850
N 1.0329 -1.9453 2.4453
C -0.1823 -2.2606 2.9782
N -0.3688 -3.5023 3.4092
C -1.5457 -3.7982 3.9291
C -2.5909 -2.8882 4.0481
C -2.3953 -1.5951 3.5965
C -1.1623 -1.2598 3.0446
C -0.8717 0.0873 2.5441
O -1.6603 1.0044 2.5829
H -3.1633 -0.8390 3.6577
H -3.5297 -3.1896 4.4829
H -1.6526 -4.8200 4.2669
H 1.7465 -2.6632 2.4113
H 0.2574 2.3111 2.1767
H 1.7820 1.7106 1.4620
H 0.2639 2.8393 -0.1823
H -0.9717 1.6228 0.1217
H 0.5572 -0.1616 -0.6610
C -0.0130 -0.1363 -3.0363
C 1.2966 -0.8264 -3.4390
H 1.8933 -1.0668 -2.5620
H 1.0741 -1.7488 -3.9694
H 1.8866 -0.1909 -4.0946
H -0.5842 0.1042 -3.9348
H -0.6154 -0.8333 -2.4445
H 1.6464 1.9549 -3.4528
H 0.8768 2.9949 -2.2502

Atoms 1-6, force components in eV/Å:
0.24 -0.06 0.15
-0.12 0.03 0.03
0.01 0.09 -0.12
-0.05 -0.04 -0.12
-0.21 0.05 -0.08
-0.05 0.06 0.06

(5)
The following is a DFT calculation (ωB97M-V/def2-TZVPD) of C14H21AuN2 as an isolated structure.

Calculated values
HOMO in eV: -7.45
Total charge: 0
Frontier orbital gap in eV: 7.950

Positions of all 38 atoms, in Å:
Au 0.7859 0.1060 -0.5137
C -0.9377 0.0454 2.9468
N -0.6479 -0.8897 1.8754
C -1.8602 -1.5017 1.3635
C 0.3266 -1.8978 2.2630
C 1.1821 -2.4647 1.1360
C 1.7013 -3.7424 1.3366
C 2.5463 -4.3313 0.4114
C 2.8811 -3.6295 -0.7362
C 2.3618 -2.3591 -0.9353
C 1.5015 -1.7390 -0.0178
H -1.4049 -0.4394 3.8208
H -1.6187 0.8143 2.5779
H -0.0163 0.5299 3.2700
H -2.3969 -2.0709 2.1410
H -1.6051 -2.1810 0.5488
H -2.5261 -0.7296 0.9751
H -0.1816 -2.7349 2.7678
H 1.0026 -1.4578 3.0017
H 1.4332 -4.2869 2.2373
H 2.9347 -5.3285 0.5781
H 3.5428 -4.0672 -1.4744
H 2.6494 -1.8273 -1.8359
C 0.1457 1.9272 -5.2731
C 1.3259 2.0682 -4.3003
C 1.9515 3.4648 -4.4378
C 2.3776 0.9771 -4.5612
C 0.8508 1.8873 -2.9299
N 0.5251 1.6897 -1.8476
H 0.4896 2.1706 -6.2782
H -0.6653 2.6062 -5.0095
H -0.2486 0.9111 -5.2778
H 2.2653 3.6084 -5.4715
H 2.8215 3.5767 -3.7907
H 1.2328 4.2433 -4.1811
H 2.7913 1.1107 -5.5610
H 1.9299 -0.0143 -4.4936
H 3.1862 1.0373 -3.8330

Atoms 1-6, force components in eV/Å:
0.39 -0.67 -0.12
0.01 -0.12 -0.11
0.01 -0.01 0.09
0.16 0.07 -0.08
0.03 0.09 -0.06
-0.20 0.07 0.05

(6)
The following is a DFT calculation (ωB97M-V/def2-TZVPD) of one molecule with the formula C14H21BrN2O3.

Calculated values
Structure (SMILES): CCCCNCc1cc(OC)c(OCC(N)=O)cc1Br
HOMO in eV: -8.42
Total charge: 0
Frontier orbital gap in eV: 8.995
Relative energy (zero: lowest compared OMol25 entry of this formula, charge and spin) in kcal per mole: 5.5

Positions of all 41 atoms, in Å:
C 3.0434 1.4997 2.3815
C 2.9695 -0.0110 2.5691
C 2.4369 -0.7363 1.3332
C 3.4586 -0.7844 0.1891
N 3.0065 -1.4473 -1.0207
H 2.4792 -2.2814 -0.7836
C 2.2822 -0.6315 -1.9763
C 0.9378 -0.1262 -1.5052
C 0.6840 1.1877 -1.1438
C -0.5579 1.5738 -0.6718
C -1.5909 0.6588 -0.5250
C -1.3551 -0.6877 -0.8677
C -0.1059 -1.0360 -1.3607
H 0.0904 -2.0602 -1.6375
O -2.3702 -1.5827 -0.6836
C -2.1751 -2.9238 -1.0632
H -3.1195 -3.4225 -0.8517
H -1.9509 -3.0124 -2.1306
H -1.3791 -3.3960 -0.4789
O -2.7464 1.1738 -0.0117
C -3.9874 0.5512 -0.2833
C -5.1412 1.5071 0.0283
O -6.2866 1.2124 -0.2237
N -4.7690 2.6626 0.6037
H -5.4686 3.3447 0.8421
H -3.7973 2.8479 0.7809
H -4.1257 -0.3480 0.3278
H -4.0664 0.2604 -1.3361
H -0.7461 2.6012 -0.4025
Br 2.0178 2.5414 -1.2841
H 2.9298 0.2066 -2.2431
H 2.1362 -1.2429 -2.8732
H 3.7735 0.2237 -0.0835
H 4.3442 -1.3280 0.5389
H 2.1786 -1.7650 1.6044
H 1.5204 -0.2447 0.9997
H 3.9606 -0.3992 2.8148
H 2.3103 -0.2285 3.4131
H 3.7308 1.7656 1.5833
H 2.0622 1.9002 2.1351
H 3.3865 1.9769 3.2965

Atoms 1-6, force components in eV/Å:
0.06 -0.21 0.13
-0.18 0.01 -0.13
0.21 0.09 0.05
-0.10 -0.13 0.24
0.02 -0.30 -0.10
0.06 0.04 -0.06